(1)
C28H40BBrCaI2N7OS3Sb | ωB97M-V with the def2-TZVPD basis set

```
85
Properties=species:S:1:pos:R:3
Ca -0.48 -0.06 0.60
C 4.31 3.62 -2.99
C 3.69 2.43 -3.69
N 3.53 1.27 -2.82
C 4.72 0.37 -2.79
C 5.78 0.76 -1.81
C 2.35 0.95 -2.16
S 2.25 -0.53 -1.20
N 1.34 1.78 -2.50
C 0.12 1.81 -2.00
O -0.33 1.04 -1.13
C -0.75 2.88 -2.55
C -2.01 3.06 -2.02
C -2.90 3.97 -2.61
C -2.54 4.70 -3.72
C -1.27 4.52 -4.28
C -0.41 3.61 -3.72
H 4.22 4.53 -3.57
H 5.34 3.53 -2.70
H 3.76 3.84 -2.09
H 4.29 2.11 -4.55
H 2.70 2.73 -4.07
H 5.17 0.43 -3.79
H 4.40 -0.67 -2.65
H 6.24 1.72 -2.03
H 6.63 0.07 -1.79
H 5.36 0.78 -0.82
H -2.38 2.47 -1.17
H -3.91 4.02 -2.18
H -3.23 5.36 -4.21
H -0.99 5.09 -5.13
H 0.56 3.48 -4.15
C -3.35 -1.81 3.94
N -3.39 -2.29 2.58
C -3.59 -3.60 2.17
C -3.73 -3.60 0.84
N -3.69 -2.29 0.40
B -4.04 -1.78 -1.02
N -2.71 -1.21 -1.68
C -2.88 -0.41 -2.81
C -1.79 -0.57 -3.59
N -0.93 -1.41 -2.94
C 0.36 -1.88 -3.42
C -1.52 -1.81 -1.79
S -0.76 -2.72 -0.58
C -3.48 -1.51 1.48
S -3.20 0.15 1.49
H -4.33 -1.80 4.39
H -3.01 -0.77 3.93
H -2.68 -2.46 4.52
H -3.61 -4.41 2.85
H -3.89 -4.43 0.19
H -4.81 -0.82 -0.91
H -4.38 -2.72 -1.75
H -3.76 0.15 -2.99
H -1.52 -0.05 -4.48
H 0.96 -1.04 -3.78
H 0.23 -2.64 -4.20
H 0.90 -2.33 -2.58
I 3.22 0.24 1.37
I 3.35 0.92 4.13
Br 0.58 3.53 1.04
C -0.07 2.75 2.62
C -0.24 3.53 3.75
C -0.77 2.94 4.87
C -1.15 1.61 4.82
C -0.90 0.93 3.67
N -0.39 1.48 2.55
H -0.01 4.60 3.75
H -0.92 3.54 5.74
H -1.60 1.09 5.67
H -1.17 -0.10 3.65
C -0.34 -3.93 5.01
Sb 0.68 -3.17 3.28
C 0.60 -4.99 2.08
C 2.73 -3.20 4.03
H 0.22 -4.72 5.54
H -1.32 -4.34 4.75
H -0.47 -3.11 5.73
H 0.94 -5.83 2.65
H 1.23 -4.83 1.20
H -0.42 -5.08 1.79
H 3.03 -4.12 4.48
H 2.86 -2.37 4.68
H 3.37 -2.98 3.16
```

Results
E_tot in a.u.: -6856.38574
Gap between HOMO and LUMO in eV: 6.242
Relative energy (zero: lowest compared OMol25 entry of this formula, charge and spin) in kcal/mol: 0.0
E_LUMO in eV: -1.2

(2)
C28H40I4NO4 | ωB97M-V with the def2-TZVPD basis set

```
77
Properties=species:S:1:pos:R:3
C -0.59 5.32 1.62
C -0.29 3.71 1.73
I 1.73 3.03 1.09
C -1.24 2.66 2.21
I -3.22 3.28 2.90
C -0.73 1.07 2.18
C 0.23 0.60 3.42
C 0.73 1.58 4.66
C 0.77 -0.97 3.46
C 0.31 -1.92 2.20
C 0.80 -3.49 2.16
I -0.67 -4.82 1.13
C 2.32 -3.72 1.60
C 3.24 -4.21 2.91
I 3.19 -1.87 0.78
C -0.63 -1.28 1.02
N -1.17 0.17 1.01
C -2.06 0.62 -0.12
C -3.67 0.28 0.11
C -3.97 -0.73 1.37
O -4.45 1.53 0.13
C -5.87 1.31 -0.14
C -6.80 1.16 1.24
C -6.86 2.30 2.43
C -7.76 2.08 3.82
C -8.64 0.69 4.01
C -8.66 -0.46 2.83
C -7.75 -0.19 1.49
H -1.40 5.71 2.37
H -1.01 5.55 0.53
H 0.38 5.95 1.78
H 1.71 2.18 4.41
H -0.15 2.29 5.02
H 1.00 0.93 5.63
H 1.46 -1.33 4.35
H 0.77 -3.86 3.30
H 2.28 -4.57 0.76
H 3.56 -3.21 3.45
H 4.15 -4.82 2.50
H 2.66 -4.90 3.65
H -0.96 -1.94 0.12
H -1.68 0.04 -1.09
H -1.90 1.77 -0.38
H -4.01 -0.29 -0.88
H -5.09 -1.03 1.50
H -3.56 -0.21 2.34
H -3.38 -1.75 1.19
H -6.10 0.32 -0.76
H -6.33 2.18 -0.81
H -6.26 3.30 2.34
H -7.75 2.94 4.65
H -9.24 0.55 5.01
H -9.30 -1.43 3.01
H -7.71 -1.01 0.64
C 3.37 0.96 -2.81
O 4.50 0.76 -3.65
C 5.66 0.36 -2.93
C 6.52 -0.59 -3.77
O 5.98 -1.91 -3.89
C 4.79 -2.05 -4.68
C 5.01 -1.83 -6.18
O 5.17 -0.44 -6.46
C 6.08 -0.19 -7.52
H 3.51 1.87 -2.21
H 2.49 1.08 -3.45
H 3.21 0.09 -2.17
H 5.40 -0.14 -1.99
H 6.24 1.26 -2.70
H 7.48 -0.71 -3.27
H 6.74 -0.17 -4.76
H 3.99 -1.42 -4.29
H 4.46 -3.09 -4.54
H 4.13 -2.18 -6.73
H 5.89 -2.41 -6.51
H 7.03 -0.71 -7.35
H 6.28 0.88 -7.55
H 5.64 -0.51 -8.47
```

Results
Total charge: +1
E_tot in a.u.: -2636.34995
Gap between HOMO and LUMO in eV: 5.934
Relative energy (zero: lowest compared OMol25 entry of this formula, charge and spin) in kcal/mol: 476.9
E_LUMO in eV: -4.6

Number 1: HOMO level -7.4 eV. Number 2: HOMO level -10.5 eV.